(1)
3 unconnected molecules or ions with the total composition C4H13NO2 in a non-equilibrium geometry, computed with ωB97M-V/def2-TZVPD.

The calculation puts the total energy at -365.4003 a.u. Its frontier orbital gap is 9.7 eV. The structure (SMILES) is C1CCNC1.O.O. The highest occupied orbital energy is -8.9 eV.

The geometry in XYZ format:
```
20
Properties=species:S:1:pos:R:3:lowdin_charge:R:1
C -0.343 -0.387 0.962 -0.196
C 0.808 -1.411 0.644 -0.166
C 1.883 -0.494 0.024 -0.227
N 1.388 0.891 0.246 -0.096
C 0.352 0.879 1.303 -0.230
H -0.873 -0.184 -0.059 0.140
H -1.104 -0.765 1.651 0.105
H 0.609 -2.224 -0.022 0.090
H 1.084 -1.836 1.610 0.100
H 2.008 -0.619 -1.069 0.097
H 2.936 -0.812 0.224 0.110
H 2.216 1.438 0.470 0.106
H -0.240 1.780 1.302 0.112
H 0.909 0.792 2.238 0.113
O 1.374 3.083 -1.964 -0.080
H 1.690 2.294 -1.497 -0.007
H 0.681 2.686 -2.507 0.030
O -5.009 -1.832 -0.870 -0.059
H -4.557 -1.957 -1.707 0.029
H -5.812 -1.320 -0.979 0.029
```

***

(2)
3 unconnected molecules or ions with the total composition C4H13NO2 in a non-equilibrium geometry, computed with ωB97M-V/def2-TZVPD.

The calculation puts the total energy at -365.3843 a.u. Its frontier orbital gap is 7.8 eV. The structure (SMILES) is C/C=C(/C)N.O.O. The highest occupied orbital energy is -7.2 eV.

The geometry in XYZ format:
```
20
Properties=species:S:1:pos:R:3:lowdin_charge:R:1
C -2.067 0.240 1.592 -0.112
C -1.126 0.434 0.433 -0.159
C 0.224 0.300 0.537 -0.405
C 1.073 1.060 -0.427 -0.071
N 0.747 -0.475 1.574 0.100
H -1.800 -0.641 2.181 0.052
H -2.018 1.005 2.396 0.079
H -3.057 0.349 1.153 0.064
H -1.416 0.880 -0.504 0.064
H 2.002 1.442 0.011 0.085
H 0.590 1.907 -0.917 0.076
H 1.241 0.440 -1.353 0.081
H 0.057 -1.025 2.044 0.069
H 1.704 -0.723 1.740 0.081
O 2.936 -1.873 -0.304 -0.055
H 2.665 -2.050 -1.208 0.038
H 2.473 -1.052 -0.106 -0.020
O -1.125 -0.116 -2.643 -0.059
H -1.444 -0.749 -3.305 0.047
H -1.660 0.649 -2.894 0.044
```

***

(3)
3 unconnected molecules or ions with the total composition C4H13NO2 in a non-equilibrium geometry, computed with ωB97M-V/def2-TZVPD.

The calculation puts the total energy at -365.4180 a.u. Its frontier orbital gap is 8.7 eV. The structure (SMILES) is CC(C)=CN.O.O. The highest occupied orbital energy is -7.9 eV.

The geometry in XYZ format:
```
20
Properties=species:S:1:pos:R:3:lowdin_charge:R:1
C 0.925 -1.940 1.023 -0.066
C 0.915 -0.710 0.173 -0.362
C 1.327 -0.932 -1.273 -0.084
C 0.685 0.552 0.536 -0.196
N 0.301 0.936 1.835 0.040
H 1.940 -2.207 1.312 0.081
H 0.280 -1.855 1.902 0.072
H 0.632 -2.792 0.404 0.072
H 0.673 -1.721 -1.609 0.065
H 1.235 -0.037 -1.892 0.058
H 2.359 -1.256 -1.462 0.077
H 0.837 1.332 -0.193 0.113
H 0.226 1.918 1.995 0.077
H 0.661 0.411 2.613 0.080
O -0.958 1.210 -2.329 -0.064
H -1.420 0.842 -3.085 0.038
H -1.484 1.441 -1.553 0.012
O -2.378 0.652 0.322 -0.070
H -1.789 0.581 1.095 0.013
H -2.355 -0.242 -0.040 0.044
```

***

(4)
3 unconnected molecules or ions with the total composition C4H13NO2 in a non-equilibrium geometry, computed with ωB97M-V/def2-TZVPD.

The calculation puts the total energy at -365.3682 a.u. Its frontier orbital gap is 8.5 eV. The structure (SMILES) is CC(C)=CN.O.O. The highest occupied orbital energy is -8.0 eV.

The geometry in XYZ format:
```
20
Properties=species:S:1:pos:R:3:lowdin_charge:R:1
C 1.234 -1.330 -1.500 -0.072
C 0.622 -1.063 -0.148 -0.381
C 1.311 -0.172 0.854 -0.063
C -0.471 -1.743 0.268 -0.140
N -1.629 -1.817 -0.660 0.019
H 0.566 -1.597 -2.321 0.068
H 1.887 -0.448 -1.713 0.081
H 2.088 -2.024 -1.397 0.087
H 1.106 -0.339 1.898 0.083
H 2.313 0.057 0.477 0.079
H 0.867 0.818 0.726 0.049
H -0.747 -1.909 1.285 0.091
H -1.922 -2.779 -0.827 0.062
H -1.343 -1.448 -1.557 0.040
O -0.979 3.131 2.346 -0.067
H -0.753 3.114 1.401 -0.006
H -1.547 3.910 2.294 0.034
O -0.546 2.107 -0.348 -0.066
H -1.494 2.297 -0.293 0.058
H -0.561 1.235 -0.783 0.046
```

***

(5)
3 unconnected molecules or ions with the total composition C4H13NO2 in a non-equilibrium geometry, computed with ωB97M-V/def2-TZVPD.

The calculation puts the total energy at -365.3683 a.u. Its frontier orbital gap is 9.2 eV. The structure (SMILES) is C/C=C/CN.O.O. The highest occupied orbital energy is -8.8 eV.

The geometry in XYZ format:
```
20
Properties=species:S:1:pos:R:3:lowdin_charge:R:1
C 2.551 -0.456 -0.271 -0.110
C 1.550 -0.132 0.802 -0.157
C 0.228 0.033 0.713 -0.136
C -0.659 -0.305 1.847 -0.298
N -1.419 -1.547 1.512 -0.001
H 2.243 -1.248 -0.955 0.072
H 3.037 0.270 -0.938 0.067
H 3.421 -0.823 0.264 0.060
H 2.033 0.044 1.759 0.099
H -0.123 0.443 -0.198 0.070
H -0.039 -0.593 2.689 0.100
H -1.323 0.482 2.213 0.099
H -1.896 -1.312 0.649 0.040
H -2.077 -1.692 2.263 0.056
O -0.010 1.223 -3.752 -0.050
H 0.711 1.576 -3.225 0.030
H -0.433 0.595 -3.171 0.016
O -2.479 1.072 -0.349 -0.050
H -2.240 1.798 -0.937 0.046
H -3.076 0.569 -0.915 0.047
```

***

(6)
2 unconnected molecules or ions with the total composition C4H13NO2S, computed with ωB97M-V/def2-TZVPD.

The calculation puts the total energy at -763.2849 a.u. Its frontier orbital gap (spin up / spin down) is 10.8 / 4.9 eV. The highest occupied orbital energy (spin up / spin down) is -14.2 / -13.8 eV. Its expectation value of S² is 0.754. As for the charge: +1. The multiplicity is 2.

The geometry in XYZ format:
```
21
Properties=species:S:1:pos:R:3:lowdin_charge:R:1
C 0.244 -1.130 -0.694 -0.203
N 0.196 -0.389 0.565 -0.080
C 1.129 -0.880 1.594 -0.283
O 0.929 -0.201 2.782 -0.007
C -0.444 -0.384 -1.829 -0.213
C -1.881 0.065 -1.525 -0.446
S -1.937 1.682 -0.732 1.142
H -0.193 -2.121 -0.575 0.136
H 1.290 -1.279 -0.963 0.136
H -0.728 -0.454 0.984 0.114
H 0.960 -1.944 1.794 0.143
H 2.147 -0.769 1.207 0.140
H 1.221 0.717 2.676 0.078
H 0.156 0.483 -2.105 0.114
H -0.470 -1.016 -2.716 0.132
H -2.468 0.221 -2.438 0.093
H -2.420 -0.626 -0.881 0.102
H -1.246 1.401 0.399 -0.076
H 0.848 1.478 0.684 -0.025
H 1.483 2.914 0.579 0.059
O 1.186 2.233 1.191 -0.056
```